[1]
Density functional theory data (the ωB97M-V functional and the def2-TZVPD basis) for a cluster of 2 separate species, C10H14OS in total at a distorted geometry.

```
26
Properties=species:S:1:pos:R:3:nbo_charge:R:1
C 0.98673 -2.39521 -1.46411 -0.25
C 2.29057 -2.07281 -1.44107 -0.41
C 0.14617 -1.73422 -0.48266 -0.17
C 0.89348 -0.73190 0.12626 -0.26
C -1.94726 1.51757 0.13425 -0.37
C -0.63742 1.45031 -0.02472 -0.09
C -1.29532 -1.90152 -0.16456 -0.63
C -0.08164 1.93027 -1.34748 -0.63
C -0.07419 0.71053 2.43975 -0.67
C 0.28418 1.15568 1.05770 0.45
O 1.44179 1.83946 1.17602 -0.69
S 2.59308 -0.78543 -0.28459 0.33
H 0.58329 -3.26926 -2.03673 0.22
H 3.08445 -2.59316 -2.03021 0.24
H -2.46851 1.41814 1.08679 0.20
H -2.62814 1.76021 -0.71006 0.20
H -1.64864 -1.15567 0.58618 0.23
H -2.07329 -1.94268 -1.07065 0.22
H -1.28337 -2.88477 0.40184 0.22
H -0.84561 2.23412 -2.20798 0.23
H 0.50160 2.70887 -1.03927 0.21
H 0.66628 1.14442 -1.80225 0.23
H -0.42268 1.63236 3.07295 0.22
H -0.90079 -0.00723 2.54475 0.23
H 0.89456 0.28977 3.07183 0.25
H 1.94067 1.68212 0.40802 0.49
```

Results
multiplicity: 1
energy relative to the best compared isomer or geometry (same formula, charge and spin): 106.2 kcal/mol

***

[2]
Density functional theory data (the ωB97M-V functional and the def2-TZVPD basis) for the molecule C10H14SSi at a distorted geometry.

```
26
Properties=species:S:1:pos:R:3:nbo_charge:R:1
C -3.26645 -1.68816 -0.26207 -0.22
C -3.15084 -1.07167 0.98360 -0.20
C -2.48038 -1.19746 -1.27478 -0.21
C -2.42782 0.03255 1.16650 -0.22
C -1.63933 -0.08641 -1.09818 -0.21
C -1.54101 0.52981 0.15033 -0.52
C 2.22322 1.31904 -0.51746 -0.42
C 1.07839 2.33117 -0.41661 -0.91
C 1.94158 -0.14910 -0.89497 -0.55
C 2.85332 -1.65399 1.26683 -0.61
Si -0.45446 1.93479 0.56625 1.06
S 3.28807 -1.20536 -0.28994 0.31
H -4.01916 -2.47292 -0.23220 0.22
H -3.53967 -1.51251 1.96227 0.21
H -2.42765 -1.46761 -2.38346 0.22
H -2.17640 0.12267 2.26463 0.21
H -1.01149 0.21525 -1.94611 0.21
H 2.91225 1.62245 -1.36833 0.22
H 2.70614 1.16715 0.51261 0.22
H 1.48947 3.12499 0.23670 0.25
H 1.08189 2.93030 -1.34848 0.25
H 1.06123 -0.71884 -0.43535 0.23
H 1.98357 -0.46331 -1.97017 0.22
H 2.03808 -2.31244 1.48127 0.18
H 3.61610 -1.81416 1.92226 0.18
H -0.13867 2.48375 1.92483 -0.16
```

Results
multiplicity: 1
energy relative to the best compared isomer or geometry (same formula, charge and spin): 82.9 kcal/mol

***

[3]
Density functional theory data (the ωB97M-V functional and the def2-TZVPD basis) for a structure of composition C10H15ClN4 at a distorted geometry.

```
30
Properties=species:S:1:pos:R:3:nbo_charge:R:1
C -0.35089 1.70667 -1.02701 -0.15
C -1.27328 2.15738 -1.99932 -0.22
C -0.40312 -0.36228 -2.20106 0.08
C 0.15606 0.41589 -1.17282 -0.03
C -1.70491 1.34142 -3.05298 0.17
C 2.34007 0.77162 -0.17380 -0.22
C 2.49484 -0.47068 -0.95634 -0.19
C -1.75613 -1.02971 1.29352 -0.21
C -1.16714 -2.01092 2.29128 -0.21
C 0.17916 0.12143 2.66031 -0.41
N -1.31009 0.07564 -3.00702 -0.39
N 0.73859 -1.23445 0.81809 -0.25
N 1.22092 -0.07207 -0.45389 -0.07
N -0.32962 -0.92186 1.77527 -0.09
Cl -2.71056 1.85840 -4.22777 0.22
H 0.06024 2.31070 -0.26554 0.23
H -1.54986 3.24920 -2.05891 0.27
H 0.04891 -1.32611 -2.34248 0.20
H 2.69664 0.86157 0.84379 0.27
H 2.33699 1.72020 -0.70555 0.27
H 2.42113 -0.33058 -1.97320 0.25
H 2.74014 -1.44378 -0.47381 0.28
H -1.67218 -1.17657 0.20039 0.25
H -2.29248 -0.22149 1.79397 0.26
H -1.58549 -1.89567 3.36935 0.30
H -0.87581 -3.00311 2.01317 0.27
H 0.78229 0.97829 2.31722 0.25
H -0.50149 0.36984 3.33173 0.24
H 0.90544 -0.45960 3.14774 0.24
H 0.36166 -1.97934 0.23565 0.37
```

Results
charge: +2
multiplicity: 1
energy relative to the best compared isomer or geometry (same formula, charge and spin): 21.8 kcal/mol

***

[4]
Density functional theory data (the ωB97M-V functional and the def2-TZVPD basis) for a structure of composition C10H15CrO10 at a distorted geometry.

```
36
Properties=species:S:1:pos:R:3:nbo_charge:R:1
Cr -0.36776 -0.01125 -0.14573 1.44
C 0.26153 -3.43013 -0.81998 -0.74
C -0.33665 -2.58503 -1.94460 0.81
O -0.84248 -1.48545 -1.60252 -0.78
O -0.27254 -3.03402 -3.11504 -0.79
H 1.03833 -2.82866 -0.33753 0.26
H 0.72844 -4.34206 -1.19459 0.18
H -0.51040 -3.65402 -0.08154 0.21
C -1.14188 -3.08935 3.03122 -0.72
C -0.34291 -2.10076 2.18732 0.77
O -1.04292 -1.42126 1.36976 -0.81
O 0.86134 -2.04020 2.40930 -0.70
H -1.44182 -2.57296 3.95515 0.19
H -0.54682 -3.95158 3.33645 0.19
H -2.08739 -3.43392 2.59803 0.19
C 3.74634 0.19368 -2.02923 -0.73
C 2.96250 -0.08311 -0.71762 0.80
O 1.71387 -0.16489 -0.88390 -0.81
O 3.64287 -0.22976 0.30123 -0.73
H 3.83398 1.26415 -2.23305 0.19
H 3.21511 -0.26591 -2.87043 0.20
H 4.74075 -0.25977 -1.99280 0.17
C -3.05879 2.82794 -1.75519 -0.71
C -2.07193 1.88397 -1.08712 0.74
O -2.36520 1.36348 0.00936 -0.75
O -1.00060 1.63176 -1.70147 -0.75
H -3.67996 2.29983 -2.48351 0.20
H -2.52729 3.59921 -2.31998 0.20
H -3.71472 3.31504 -1.02980 0.19
C -0.36497 3.69198 1.52680 -0.73
C 0.71970 2.60770 1.62182 0.80
O 1.81147 2.93676 2.10432 -0.76
O 0.33396 1.45063 1.29309 -0.77
H -0.89727 3.76306 2.48142 0.19
H -1.12005 3.49617 0.76641 0.22
H 0.12414 4.65871 1.35395 0.18
```

Results
charge: -3
expectation value of S²: 6.005
multiplicity: 5
energy relative to the best compared isomer or geometry (same formula, charge and spin): 0.0 kcal/mol

***

[5]
Density functional theory data (the ωB97M-V functional and the def2-TZVPD basis) for a structure of composition C10H15F12N3O10PtS4 at a distorted geometry.

```
55
Properties=species:S:1:pos:R:3:nbo_charge:R:1
Pt 0.11633 -0.10759 -0.09195 1.30
C 1.08151 0.13298 -4.04472 0.78
F 0.72041 -0.47812 -5.20684 -0.30
F 1.90877 -0.60348 -3.26189 -0.33
F 1.71893 1.31523 -4.26394 -0.30
S -0.56838 0.44251 -3.06735 2.09
O -1.53031 1.01549 -3.99109 -0.85
O -1.01659 -0.84433 -2.56610 -0.92
N -0.05202 1.32310 -1.59607 -1.18
S -0.56622 2.78291 -2.06399 2.20
O 0.05805 3.13200 -3.32768 -0.95
O -1.94443 3.02260 -1.89893 -0.86
C 0.43888 3.90715 -0.89697 0.75
F 0.20918 5.16005 -1.43809 -0.32
F -0.13503 3.81807 0.34117 -0.31
F 1.75846 3.61640 -0.94683 -0.32
C -2.08159 -2.68044 3.01219 0.69
F -2.39373 -3.10344 4.27934 -0.37
F -1.37727 -3.53850 2.36266 -0.35
F -3.22096 -2.62576 2.33543 -0.35
S -1.25484 -0.92465 2.74181 1.96
O -1.71300 -0.19567 3.88053 -0.96
O 0.17984 -1.09526 2.70079 -1.04
N -1.63891 -0.35817 1.09256 -1.34
S -3.02721 0.41175 1.28637 2.16
O -3.94304 -0.14864 2.29344 -0.91
O -2.73788 1.84970 1.46941 -0.97
C -3.98548 0.22559 -0.34534 0.74
F -5.26457 0.52519 -0.22966 -0.32
F -3.58508 1.05464 -1.37171 -0.33
F -3.95499 -1.01237 -0.77204 -0.32
C -0.52990 -3.31466 -0.72680 -0.25
O 0.32714 -2.46078 -0.04291 -0.57
C 1.70158 -2.91375 0.13127 -0.07
C 2.43969 -1.72276 0.59091 -0.29
N 2.28234 -0.64934 -0.39807 -0.64
C 2.99662 0.58414 -0.14192 -0.26
C 2.61154 1.26448 1.21780 -0.08
O 1.14990 1.23881 1.29240 -0.58
C 0.74887 2.16954 2.40051 -0.29
H -0.27489 -3.51984 -1.76649 0.17
H -1.50667 -2.85601 -0.57293 0.23
H -0.63700 -4.30387 -0.28173 0.17
H 2.11156 -3.24541 -0.82268 0.16
H 1.70929 -3.81180 0.74897 0.21
H 3.45931 -1.98536 0.87293 0.19
H 2.05823 -1.20914 1.47340 0.26
H 2.72808 -1.18087 -1.13217 0.39
H 2.58635 1.26420 -0.88844 0.24
H 4.04171 0.29241 -0.24569 0.19
H 2.88317 2.31096 1.35641 0.20
H 3.11200 0.84064 2.08844 0.19
H -0.32454 2.21519 2.58442 0.26
H 1.10542 3.19740 2.46749 0.19
H 1.02149 1.77695 3.38013 0.20
```

Results
charge: -1
expectation value of S²: 3.759
multiplicity: 4

***

[6]
Density functional theory data (the ωB97M-V functional and the def2-TZVPD basis) for the ion C10H15N2 with charge +1 at a distorted geometry.

```
27
Properties=species:S:1:pos:R:3:nbo_charge:R:1
C 0.82132 1.90129 1.27780 0.34
C 0.67526 0.16071 -1.10117 0.29
C -1.35780 1.31208 2.19337 0.62
C 1.42315 1.12450 -1.05790 0.01
C -2.41016 1.19558 3.16080 -0.76
C 2.11986 2.04890 -1.89891 -0.64
C 0.59946 -1.65295 0.48607 -0.58
C 0.53455 -1.99968 -1.97994 -0.58
C -1.44701 -0.92967 -0.52378 -0.60
C 0.01508 -1.08224 -0.90544 -0.17
N 1.61661 1.69091 0.43012 -0.27
N -0.40502 1.54930 1.54620 -0.32
H -3.15313 1.91464 3.02683 0.30
H -1.91760 1.27524 4.23733 0.30
H -2.77464 0.06914 3.25276 0.31
H 2.62603 1.48417 -2.66816 0.24
H 2.82944 2.62461 -1.40625 0.25
H 1.38779 2.69883 -2.34393 0.24
H 0.15757 -1.26424 1.36745 0.20
H 0.40642 -2.72077 0.39078 0.23
H 1.70743 -1.64671 0.59308 0.23
H 1.59310 -2.07619 -1.78421 0.23
H 0.43462 -1.61802 -2.93712 0.23
H 0.09404 -2.97100 -1.99682 0.23
H -2.12109 -0.43128 -1.16915 0.23
H -1.67644 -0.70092 0.52428 0.20
H -1.77885 -1.95622 -0.71408 0.23
```

Results
charge: +1
multiplicity: 1
energy relative to the best compared isomer or geometry (same formula, charge and spin): 205.4 kcal/mol

***

[7]
Density functional theory data (the ωB97M-V functional and the def2-TZVPD basis) for a cluster of 2 separate species, C10H15N2O4 in total at a distorted geometry.

```
31
Properties=species:S:1:pos:R:3:nbo_charge:R:1
O 1.06639 -3.44743 -0.61729 -0.27
N 0.90648 -2.49125 -1.39608 0.36
O 0.54675 -1.47477 -0.58003 -0.36
C -0.51168 -0.64462 -1.17719 -0.17
C -1.96650 -1.34429 -0.87125 -0.03
C -2.28144 -2.95776 -0.96802 -0.11
C -3.78470 -3.49115 -0.58905 -0.22
C -4.91916 -2.39794 -0.13262 0.07
N -4.56973 -0.91626 -0.09548 -0.51
C -3.19700 -0.33878 -0.42289 0.08
H -0.33409 -0.36398 -2.30913 0.26
H -0.50232 0.38776 -0.57776 0.27
H -1.45982 -3.72855 -1.30649 0.28
H -3.97197 -4.65240 -0.63966 0.29
H -5.99068 -2.82896 0.13951 0.29
H -5.31670 -0.24679 0.20390 0.46
H -3.04435 0.81957 -0.35227 0.29
O 0.02883 2.09088 1.24464 -0.62
C 1.25715 2.05960 1.22571 0.81
O 1.96224 3.14865 0.84374 -0.50
C 3.39127 3.27767 0.95819 -0.07
C 4.08640 2.65642 -0.23803 -0.64
C 1.99504 0.79072 1.53728 -0.75
H 3.74834 2.87468 1.91050 0.18
H 3.60434 4.35177 0.97792 0.21
H 3.88826 1.58442 -0.30719 0.20
H 5.16860 2.80553 -0.17495 0.23
H 3.72192 3.10588 -1.16751 0.22
H 2.01922 0.16171 0.64310 0.25
H 1.45454 0.26487 2.33226 0.25
H 3.00437 0.94479 1.90614 0.23
```

Results
charge: +1
multiplicity: 1
energy relative to the best compared isomer or geometry (same formula, charge and spin): 200.6 kcal/mol

***

[8]
Density functional theory data (the ωB97M-V functional and the def2-TZVPD basis) for the molecule C10H15N3O at a distorted geometry.

```
29
Properties=species:S:1:pos:R:3:nbo_charge:R:1
C 3.38607 -2.19829 -0.06239 0.29
C 1.70072 -0.87434 0.18971 0.25
C 2.26500 -1.12511 1.42362 0.07
C 0.47656 0.06342 -0.33012 0.11
C -0.37894 -0.00353 -1.73945 -0.43
C -1.77770 0.57210 -1.31094 0.11
C 1.89662 -0.83697 2.86478 -0.63
C 1.17555 1.45314 -0.36299 -0.61
C -3.00595 0.88076 -2.13987 -0.63
C -2.96270 0.54695 0.86733 -0.38
N 3.33855 -2.02624 1.23103 -0.45
N -0.63993 0.10431 0.61255 -0.43
N -1.70499 0.51337 0.00898 -0.04
O 2.39660 -1.57415 -0.73156 -0.42
H 4.19244 -2.78513 -0.41979 0.20
H 0.22015 0.52488 -2.36043 0.21
H -0.36557 -0.96875 -2.09566 0.21
H 2.60741 -0.03587 3.19424 0.21
H 1.01460 -0.35109 2.83122 0.23
H 1.87660 -1.62873 3.54731 0.23
H 2.13216 1.29199 -0.81776 0.21
H 1.09430 1.79263 0.54933 0.21
H 0.58957 2.03608 -0.95395 0.19
H -2.68308 1.36337 -3.11365 0.23
H -3.68903 1.39469 -1.63814 0.21
H -3.41988 -0.04572 -2.34922 0.21
H -3.29490 1.56664 0.70121 0.20
H -3.75632 -0.10445 0.59099 0.21
H -2.68391 0.45404 1.81362 0.23
```

Results
multiplicity: 1
energy relative to the best compared isomer or geometry (same formula, charge and spin): 102.3 kcal/mol

***

Number 1: M 182.29 g mol⁻¹, E -862.7074 a.u.. Number 2: M 194.38 g mol⁻¹, E -1076.9290 a.u.. Number 3: M 226.71 g mol⁻¹, E -1068.3857 a.u.. Number 4: M 347.22 g mol⁻¹, E -2187.0046 a.u.. Number 5: M 888.56 g mol⁻¹, E -4216.8626 a.u.. Number 6: M 163.24 g mol⁻¹, E -499.0251 a.u.. Number 7: M 227.24 g mol⁻¹, E -799.9044 a.u.. Number 8: M 193.25 g mol⁻¹, E -629.3656 a.u..